# 1
Formula: C2H9N3OS
Source: the Open Molecules 2025 dataset
Level of theory: ωB97M-V with the def2-TZVPD basis set

Element x y z (Å)
S: 0.7690 0.3422 0.0109
O: 0.7652 1.4893 1.1540
N: 0.5701 0.7458 -1.4664
N: 2.5827 0.3901 -0.0616
N: -2.0967 -1.5953 1.1814
C: -0.4609 0.0880 -2.2541
C: -1.9672 -0.6685 2.0348
H: -0.9498 -0.7520 -1.6253
H: 2.7715 -0.1035 -0.9166
H: -1.2640 -1.6379 0.6410
H: -1.1495 0.0526 1.9909
H: -2.6675 -0.7203 2.9013
H: 1.6437 2.0199 1.2323
H: 2.9624 -0.0546 0.8285
H: -0.1553 -0.4044 -3.1570
H: -1.3537 0.8087 -2.4941

Cartesian forces (eV/Å) of the 3 atoms listed first:
S 2.5 -0.3 -1.9
O 1.4 1.6 0.5
N 0.3 0.2 0.4

- Relative energy (zero: lowest compared OMol25 entry of this formula, charge and spin): 29.97 kcal per mole
- Gap between HOMO and LUMO: 9.8 eV
- M: 123.181 g/mol
- Total charge: 0

=====

# 2
Formula: CH4NO
Source: the Open Molecules 2025 dataset
Level of theory: ωB97M-V with the def2-TZVPD basis set

Element x y z (Å)
O: 1.3186 -0.7483 -0.3929
N: -0.5586 0.7168 -0.3269
C: 0.1310 -0.5741 0.1702
H: 0.0837 1.0037 -1.0654
H: -0.4896 1.4603 0.3650
H: -0.6061 -1.3910 -0.0252
H: 0.1210 -0.4673 1.2752

Cartesian forces (eV/Å) of the 3 atoms listed first:
O -0.1 -0.1 0.2
N -0.1 -0.1 -0.1
C 0.0 0.5 -0.5

- Relative energy (zero: lowest compared OMol25 entry of this formula, charge and spin): 2.69 kcal per mole
- SMILES string: NC[O-]
- Gap between HOMO and LUMO: 7.5 eV
- M: 46.049 g/mol
- Total charge: -1

=====

# 3
Formula: C22H37ClMgP2
Source: the Open Molecules 2025 dataset
Level of theory: ωB97M-V with the def2-TZVPD basis set

Element x y z (Å)
Cl: 3.1139 1.8249 3.9928
P: 0.2913 1.7953 -1.6468
P: 0.5752 -1.9869 -2.4057
Mg: 2.4104 1.2237 1.6988
C: -0.6680 0.6739 6.2726
C: 0.4578 1.3084 4.1786
C: -1.4380 1.0827 -1.0572
C: 0.0785 -0.4920 -3.2285
C: -0.5004 -2.1607 -0.9031
C: 1.7026 1.2468 6.2911
C: -0.1746 -3.2235 -3.5979
C: -0.3709 3.0306 -2.8636
C: 0.9695 0.7115 -3.0018
C: 1.5120 2.5669 -0.5563
C: 1.6529 1.4346 4.9115
C: -3.0956 -1.7374 -1.0710
C: 0.5318 0.8749 6.9929
C: -0.1498 -0.8589 -0.0008
C: -0.7016 0.8401 4.8938
C: -1.2792 0.1500 0.1399
C: 2.2881 -2.4739 -2.7322
C: -1.8634 -2.4453 -1.3829
C: -2.1259 0.4695 -2.2438
C: -3.3320 -0.4195 -1.9154
C: 2.6708 -0.8079 2.3027
C: 0.4038 1.5724 2.7726
H: -0.6130 1.3901 2.4259
H: -0.9671 0.8050 0.9418
H: -0.2889 -4.2221 -3.1433
H: -4.1001 0.1881 -1.4102
H: -1.2427 -0.1700 -2.8284
H: -1.1756 -2.9189 -3.9555
H: -2.4906 1.2539 -2.9329
H: 2.6326 1.4228 6.8438
H: -0.1089 -0.6420 -4.2944
H: -0.7678 3.8999 -2.3259
H: 1.7851 -1.0631 2.9115
H: 0.6937 -0.2964 -0.4490
H: 0.9916 1.2830 -3.9463
H: -1.9908 1.9525 -0.6715
H: 0.5713 0.7496 8.0801
H: 0.2490 -1.1500 0.9779
H: 2.6738 -3.1465 -1.9559
H: -3.2268 -1.6284 0.0389
H: -2.2333 -0.2840 0.4796
H: 2.3453 1.8655 -0.2699
H: 0.8248 2.5331 2.4121
H: 3.5595 -0.9912 2.9218
H: 2.0107 0.4052 -2.8205
H: -3.7353 -0.7390 -2.8938
H: 2.6797 -1.4030 1.3721
H: 2.3513 -3.0309 -3.6853
H: 1.0112 2.9998 0.3316
H: 0.4894 -3.3468 -4.4756
H: 0.0414 -2.9751 -0.3682
H: -1.1690 2.6143 -3.5043
H: -1.5852 0.4135 6.8169
H: -2.0227 -3.3628 -1.9686
H: -1.6055 0.6651 4.3262
H: 2.0037 3.3979 -1.0967
H: 2.9471 -1.6022 -2.8216
H: -3.9353 -2.4189 -1.3594
H: 0.4383 3.3516 -3.5431

Cartesian forces (eV/Å) of the 3 atoms listed first:
Cl 0.4 0.8 0.9
P -2.7 -0.7 -3.0
P -2.2 0.1 -3.9

- Relative energy (zero: lowest compared OMol25 entry of this formula, charge and spin): 182.79 kcal per mole
- Gap between HOMO and LUMO: 3.3 eV
- M: 423.244 g/mol
- Total charge: 0

=====

no.,calculated total energy (eV)
1,-19569.519
2,-4638.882
3,-59948.508